The following is a quantum chemistry calculation of a molecular structure, C7H9NO5Pb, from the OMol25 dataset.

2S+1: 1
Total charge: +2
E_tot, hartree: -895.2493
Relative energy (zero: lowest compared OMol25 entry of this formula, charge and spin), kcal per mole: 0.0
Kohn-Sham gap, eV: 8.38
Highest occupied orbital energy, eV: -16.95

Cartesian coordinates (Å):
Pb  -0.3120  -0.2511  -2.1323
O  -0.2974  3.4462  -1.9013
C  -0.3697  2.3342  -2.1385
C  -0.3669  -2.8084  -2.2073
O  -0.2838  -3.9071  -1.9065
C  2.3157  -0.1835  -2.6153
O  3.3409  -0.1906  -2.1251
C  -3.0694  -0.2012  -2.0284
O  -4.2159  -0.1935  -2.0091
H  -0.3017  0.1989  -5.0247
H  -0.3022  -0.5545  -5.0465
C  1.6031  -0.2830  2.5189
N  0.2480  0.2166  2.3176
C  -0.5768  0.6832  3.4206
C  -0.1945  0.1887  1.0740
O  0.5239  -0.2855  0.1333
H  1.8539  -0.2292  3.5885
H  2.3321  0.3116  1.9498
H  1.6946  -1.3232  2.1762
H  -0.8850  1.7362  3.2689
H  -1.5133  0.0971  3.4836
H  -0.0451  0.6016  4.3543
H  -1.1787  0.5965  0.8494

Forces on atoms 1 to 2 (eV/Å):
Pb 0.4022 -0.0074 0.3432
O -0.2187 -3.0308 -0.7125